Record 1
This record from the Open Molecules 2025 dataset describes one molecule with the formula C2H3N3O. The level of theory is wB97M-V/def2-TZVPD.

Geometry as ORCA input:
```
! wB97M-V def2-TZVPD RIJCOSX def2/J DEFGRID3
* xyz 0 1
H 1.009 -0.267 -2.521
O -0.410 0.218 2.317
H -0.203 -0.499 2.936
H -0.141 1.497 -1.672
C -0.235 -0.226 1.069
N -0.657 0.559 0.051
N 0.519 -0.494 -1.653
N 0.166 -1.334 0.626
C -0.047 0.540 -1.145
*
```

Electronic energy = -317.3733 Eh
HOMO level (alpha / beta) = -9.750 / -9.928 eV
Energy relative to the best compared isomer or geometry (same formula, charge and spin) = 4.328 eV
Kohn-Sham gap (alpha / beta) = 0.278 / 0.319 Eh

Löwdin atomic charge list, values in e, 5 entries: 0.05 0.12 0.13 0.12 -0.66

Record 2
This record from the Open Molecules 2025 dataset describes C5H11NO as an isolated structure in a non-equilibrium geometry. The level of theory is wB97M-V/def2-TZVPD.

Geometry as ORCA input:
```
! wB97M-V def2-TZVPD RIJCOSX def2/J DEFGRID3
* xyz 0 1
C 0.864 0.673 -0.596
H -0.829 -0.375 -1.404
C 2.424 -0.395 1.303
H 0.346 -1.040 0.737
H 1.551 -1.674 -0.328
H -1.103 1.381 -1.211
H 0.696 1.370 0.227
C 1.503 -0.822 0.388
N -2.023 0.507 1.114
H 2.290 -0.324 2.362
O -2.673 -1.197 -0.353
C -0.347 0.644 -1.423
H 1.867 0.865 -1.020
H -0.108 0.822 -2.502
C -2.825 -0.131 0.283
H 3.420 -0.637 0.926
H -3.836 0.441 0.210
H -1.218 -0.110 1.286
*
```

Electronic energy = -326.8372 Eh
HOMO level = -7.356 eV
Energy relative to the best compared isomer or geometry (same formula, charge and spin) = 8.004 eV
Kohn-Sham gap = 0.137 Eh

Löwdin atomic charge list, values in e, 5 entries: -0.08 0.09 0.12 0.14 0.13

Record 3
This record from the Open Molecules 2025 dataset describes a 2-piece molecular cluster, C6H10 overall in a non-equilibrium geometry. The level of theory is wB97M-V/def2-TZVPD.

Geometry as ORCA input:
```
! wB97M-V def2-TZVPD RIJCOSX def2/J DEFGRID3
* xyz 0 1
C 0.206 -1.149 0.759
H 2.156 -0.337 0.390
C 1.107 -0.043 0.424
C 0.436 0.541 -0.769
H 0.842 0.128 -1.700
H -1.692 -0.320 1.476
C -1.077 0.266 -0.589
H 1.984 1.915 0.018
H -1.818 -1.617 0.297
C -1.223 -0.744 0.569
H 0.286 2.347 0.507
H -1.441 -0.192 -1.507
C 0.960 1.565 0.131
H 0.451 -1.863 1.565
H -1.642 1.186 -0.405
H 0.467 -1.682 -1.164
*
```

Electronic energy = -234.4092 Eh
HOMO level (alpha / beta) = -7.922 / -8.177 eV
Energy relative to the best compared isomer or geometry (same formula, charge and spin) = 5.260 eV
Kohn-Sham gap (alpha / beta) = 0.296 / 0.307 Eh

Löwdin atomic charge list, values in e, 5 entries: -0.08 0.12 -0.26 -0.37 0.11

Record 4
This record from the Open Molecules 2025 dataset describes C8H24GeIrN3O4S as an isolated structure in a non-equilibrium geometry. The level of theory is wB97M-V/def2-TZVPD.

Geometry as ORCA input:
```
! wB97M-V def2-TZVPD RIJCOSX def2/J DEFGRID3
* xyz 0 1
H -3.358 0.872 0.473
O -2.644 2.015 -1.020
Ir -1.202 -0.166 -0.509
C -0.109 -0.904 2.386
H 2.543 -1.965 -3.656
H 0.704 0.981 3.060
O -2.995 -0.365 -1.608
H 2.910 -1.651 0.738
C 2.274 1.084 -0.978
H 2.050 -0.296 -3.966
C 2.633 -0.936 -3.302
N -0.248 1.179 1.157
N -2.954 0.298 1.216
H -0.093 -2.342 -1.220
C 0.554 0.436 2.123
H -3.670 -0.366 1.484
H 2.170 1.265 0.090
H 4.067 -1.859 -0.570
H -1.051 -0.823 2.914
H -3.289 1.905 2.592
H -0.189 -1.226 -2.560
C -1.328 2.006 1.768
H 3.681 -0.637 -3.356
H 1.588 1.743 -1.517
H 0.499 -1.781 0.644
H 3.295 1.357 -1.253
N -0.372 -1.486 1.071
C 3.006 -1.927 -0.318
H 0.557 -1.514 3.002
H -2.245 0.627 3.164
H 0.329 1.801 0.600
C 0.082 -1.293 -1.501
C -2.513 1.201 2.279
H -1.666 2.683 0.986
Ge 1.965 -0.767 -1.497
H 2.700 -2.970 -0.430
H -0.912 2.594 2.592
O -3.459 1.436 -3.283
O -1.195 0.761 -2.440
H 1.536 0.258 1.687
H -0.983 -2.293 1.120
S -2.667 1.064 -2.165
*
```

Electronic energy = -3363.8073 Eh
HOMO level (alpha / beta) = -7.816 / -7.815 eV
Energy relative to the best compared isomer or geometry (same formula, charge and spin) = 2.541 eV
Kohn-Sham gap (alpha / beta) = 0.287 / 0.287 Eh

Löwdin atomic charge list, values in e, 5 entries: 0.04 -0.41 1.25 -0.21 0.02

Record 5
This record from the Open Molecules 2025 dataset describes a 8-piece molecular cluster, C32H40F24O16 overall in a non-equilibrium geometry. The level of theory is wB97M-V/def2-TZVPD.

Geometry as ORCA input:
```
! wB97M-V def2-TZVPD RIJCOSX def2/J DEFGRID3
* xyz 0 1
C -4.096 -3.021 -0.533
H -3.151 -3.558 -0.454
H 3.105 -0.059 3.447
H -2.596 0.199 2.714
F 0.518 1.520 -2.142
C -5.082 -3.841 1.492
H 1.886 -3.151 -5.948
C 0.554 2.485 1.410
F -2.726 -3.863 4.389
H -4.489 4.308 -0.026
C -2.963 2.711 -0.447
O 4.546 1.138 4.396
C 3.364 0.341 4.427
C -4.541 3.054 2.327
H -0.892 -1.393 0.954
F -2.461 -2.781 -3.995
F -1.525 -4.010 -2.505
F 1.511 -0.321 -2.173
C 5.318 3.043 -0.591
F 2.248 1.191 -0.879
C -5.168 2.252 3.540
F 0.033 2.969 0.302
C 2.874 3.237 -4.966
H -3.578 -0.106 1.335
C 3.212 2.437 -6.277
H -4.337 -3.548 -2.518
F -4.510 2.530 4.670
H -2.699 -6.243 0.518
F -1.154 -2.764 3.414
O -4.394 -4.898 1.479
O -0.180 -4.394 -4.928
C -4.987 -3.665 -1.650
C -0.161 -3.276 -4.301
C -1.321 -2.949 -3.312
C -4.396 3.226 -0.117
F -6.876 -2.517 2.353
H -2.419 3.183 -1.264
H 3.298 3.209 -7.042
C 2.247 1.120 5.212
H -3.731 -2.068 -0.917
C -1.541 -0.538 0.768
H 2.821 -2.176 -4.878
H 2.436 4.226 -5.104
C 2.600 1.485 -3.265
O -3.850 4.038 2.552
F -0.767 -3.893 5.168
H 6.718 3.946 -1.699
C 0.116 1.057 1.561
H 0.518 -1.446 -6.674
H 4.473 2.357 -0.646
C 1.441 -1.126 -6.190
O -4.860 -2.840 0.611
H -1.711 -7.396 -0.157
O 4.834 4.293 0.068
F -5.665 -3.600 3.724
C 3.283 6.042 0.680
F 5.406 4.137 3.515
F 2.573 5.758 1.783
F -5.193 0.919 3.262
H 1.284 0.686 4.944
C 5.035 1.845 3.316
O 0.508 0.335 2.469
H -5.067 3.080 -0.963
F 0.013 3.145 2.425
H 3.784 3.428 -4.397
O 3.741 0.994 -3.381
H -3.081 1.639 -0.605
H -2.913 -1.456 2.047
H -5.961 -3.194 -1.778
C 1.705 1.001 -2.072
H 2.389 1.789 -6.579
F 6.942 2.932 2.669
H -2.092 -7.540 1.556
C -1.269 -5.171 3.271
O 0.862 -2.291 -4.291
C 1.823 -2.274 -5.305
H 2.424 1.092 6.287
O 2.725 4.211 -0.840
F 2.543 6.790 -0.113
F -1.027 -1.912 -2.504
O 4.595 1.652 2.167
H 2.211 -0.950 -6.942
C -1.456 -3.868 4.076
H 2.269 2.169 4.919
H -2.368 2.965 0.431
F -6.464 2.612 3.680
H 0.275 -6.453 1.403
O -1.438 -6.330 3.785
H 3.402 -0.608 4.962
F 1.883 2.690 1.408
O -0.960 -4.928 2.033
O -4.887 2.596 1.071
C -6.195 -3.639 2.527
C 3.580 4.785 -0.147
H -0.404 -5.332 0.169
F 4.422 6.727 0.958
H -2.069 -0.695 -0.173
F 6.542 2.947 4.847
F -7.069 -4.650 2.477
C 6.012 2.985 3.632
H 6.076 2.526 -0.003
C -2.654 -0.422 1.820
H 5.104 3.812 -2.505
C -0.611 -5.917 1.066
O 2.091 2.521 -4.044
O -0.876 0.731 0.635
H -5.071 -4.721 -1.395
H 1.395 -0.147 -5.713
H 6.171 2.436 -2.502
H 4.171 1.939 -6.132
C -1.819 -6.835 0.771
C 5.866 3.302 -1.915
*
```

Electronic energy = -4843.9551 Eh
HOMO level = -10.806 eV
SMILES string = CCOC(=O)C(F)(F)F.CCOC(=O)C(F)(F)F.CCOC(=O)C(F)(F)F.CCOC(=O)C(F)(F)F.CCOC(=O)C(F)(F)F.CCOC(=O)C(F)(F)F.CCOC(=O)C(F)(F)F.CCOC(=O)C(F)(F)F
Energy relative to the best compared isomer or geometry (same formula, charge and spin) = 4.684 eV
Kohn-Sham gap = 0.394 Eh

Löwdin atomic charge list, values in e, 5 entries: -0.23 0.11 0.11 0.09 0.20

Record 6
This record from the Open Molecules 2025 dataset describes one molecule with the formula C3H6N2O3 in a non-equilibrium geometry. The level of theory is wB97M-V/def2-TZVPD.

Geometry as ORCA input:
```
! wB97M-V def2-TZVPD RIJCOSX def2/J DEFGRID3
* xyz 0 1
N -0.991 1.184 -0.383
C 1.353 -0.718 0.066
H 1.157 0.994 -1.185
H 2.160 -1.224 -0.575
H -1.687 1.909 -0.369
O 0.117 -1.386 -0.501
N -0.858 -1.079 0.446
O 0.137 1.390 0.484
H 1.400 -1.114 1.104
C 1.225 0.795 -0.148
C -1.738 -0.019 0.008
H 2.016 1.287 0.347
O -2.935 -0.096 -0.070
H -1.355 -1.924 0.776
*
```

Electronic energy = -453.0144 Eh
HOMO level = -9.634 eV
SMILES string = O=C1NOCCON1
Energy relative to the best compared isomer or geometry (same formula, charge and spin) = 5.077 eV
Kohn-Sham gap = 0.388 Eh

Löwdin atomic charge list, values in e, 5 entries: 0.08 -0.10 0.11 0.14 0.13

Record 7
This record from the Open Molecules 2025 dataset describes a 3-piece molecular cluster, C3H10O3 overall in a non-equilibrium geometry. The level of theory is wB97M-V/def2-TZVPD.

Geometry as ORCA input:
```
! wB97M-V def2-TZVPD RIJCOSX def2/J DEFGRID3
* xyz 1 2
H -0.009 2.613 1.096
H -0.994 -2.581 0.297
H 1.297 1.692 -1.752
H 2.604 0.370 -0.094
C -0.464 -0.539 0.777
O 0.981 1.469 -2.689
O 2.292 -0.362 -0.636
O -0.072 1.791 0.692
H 0.171 0.868 -2.339
H -2.123 1.091 0.788
H -2.552 -1.554 0.156
H 2.449 -1.103 -0.258
C -1.520 -1.648 0.713
H -1.707 -2.050 1.840
C -0.940 0.714 0.837
H 0.587 -0.770 0.572
*
```

Electronic energy = -345.5735 Eh
HOMO level (alpha / beta) = -14.181 / -14.177 eV
Energy relative to the best compared isomer or geometry (same formula, charge and spin) = 3.148 eV
⟨S²⟩ = 0.754
Kohn-Sham gap (alpha / beta) = 0.347 / 0.196 Eh

Löwdin atomic charge list, values in e, 5 entries: 0.11 0.11 0.03 0.08 0.01

Record 8
This record from the Open Molecules 2025 dataset describes one molecule with the formula C2H3N3 in a non-equilibrium geometry. The level of theory is wB97M-V/def2-TZVPD.

Geometry as ORCA input:
```
! wB97M-V def2-TZVPD RIJCOSX def2/J DEFGRID3
* xyz 0 1
N -0.195 0.992 -0.102
H 2.488 -0.116 -0.031
H -0.648 1.895 -0.243
C -1.035 0.038 0.112
N 0.661 -1.266 0.068
H -2.115 0.165 0.204
C 1.480 -0.439 -0.238
N -0.637 -1.270 0.231
*
```

Electronic energy = -242.1568 Eh
HOMO level = -9.110 eV
Energy relative to the best compared isomer or geometry (same formula, charge and spin) = 3.154 eV
Kohn-Sham gap = 0.356 Eh

Löwdin atomic charge list, values in e, 5 entries: 0.06 0.08 0.06 -0.33 -0.08